1.
{"formula": "C4H9N2O2", "method": "wB97M-V/def2-TZVPD", "max_force_ha_per_bohr": 0.09819, "homo_lumo_gap_ev": 5.62, "smiles": "NC(=O)NCCC[O-]", "homo_energy_ha": -0.080, "total_charge": -1, "symbols": ["C", "C", "C", "O", "N", "C", "N", "O", "H", "H", "H", "H", "H", "H", "H", "H", "H"], "positions_angstrom": [[-0.0949, 0.3513, 0.3326], [1.2588, -0.3039, 0.6708], [1.2394, -0.7242, 2.2374], [2.5115, -0.6017, 2.4694], [-0.8909, -0.4601, -0.5968], [-1.2948, -0.0571, -1.8698], [-1.2605, 1.3254, -2.1702], [-1.8066, -0.8000, -2.6843], [-0.7451, 0.5155, 1.1635], [0.3564, 1.4243, -0.2672], [1.2342, -1.2408, 0.0590], [2.1991, 0.2202, 0.5094], [0.7326, 0.0144, 2.9288], [0.6973, -1.8544, 2.1284], [-0.8832, -1.4194, -0.4560], [-1.7209, 1.5992, -3.0243], [-1.5325, 2.0115, -1.4308]], "forces_ev_per_angstrom": [[2.67, 2.71, -3.32], [-3.08, -1.53, 0.84], [1.03, 0.10, -2.78], [2.23, -1.47, 2.30], [-0.24, 3.41, -2.38], [-1.02, 0.58, 1.36], [0.04, 1.23, 1.49], [0.35, -0.88, -0.43], [0.08, 0.72, 0.84], [-2.32, -2.81, 1.79], [0.60, 0.50, 0.55], [-0.50, 0.37, -0.01], [-1.19, -0.73, -0.69], [0.55, 1.74, 1.02], [0.07, -1.93, 0.15], [-0.04, -0.73, -0.10], [0.76, -1.26, -0.64]]}



2.
{"formula": "C4H9N2O2", "method": "wB97M-V/def2-TZVPD", "max_force_ha_per_bohr": 0.11358, "homo_lumo_gap_ev": 11.49, "homo_energy_ha": -0.584, "total_charge": 1, "symbols": ["C", "C", "C", "C", "N", "N", "O", "O", "H", "H", "H", "H", "H", "H", "H", "H", "H"], "positions_angstrom": [[-0.5549, 1.2747, -0.0034], [-0.9342, -0.0055, 0.6080], [-0.1412, -0.5197, -1.7011], [1.5198, -0.1471, 0.0283], [-0.6397, -0.3083, 2.0334], [0.1313, 0.0444, -0.3839], [-1.2822, -1.1848, 2.5208], [0.2131, 0.3705, 2.5368], [-1.1998, 1.7347, -0.7407], [0.0113, 1.9760, 0.6016], [-2.1384, -0.6496, 0.2454], [-1.2078, -0.4986, -1.9210], [0.3846, 0.0582, -2.4627], [0.2033, -1.5537, -1.7406], [1.7223, 0.3476, 0.9779], [1.7318, -1.2109, 0.1311], [2.1806, 0.2721, -0.7299]], "forces_ev_per_angstrom": [[-0.45, 0.86, 0.47], [-5.34, -1.97, -1.32], [-0.36, -0.50, -1.10], [1.33, -0.02, 0.47], [0.11, 0.09, -0.78], [0.46, -0.23, -0.01], [-0.37, -0.52, 0.37], [0.54, 0.46, 0.69], [-0.01, -0.24, -0.09], [0.16, -0.24, -0.03], [4.35, 2.14, 1.20], [0.06, 0.09, 0.14], [0.04, 0.04, 0.20], [-0.01, 0.09, 0.16], [-0.14, -0.07, -0.22], [-0.16, 0.01, -0.05], [-0.20, 0.01, -0.09]]}



3.
{"formula": "C4H9N2O3", "method": "wB97M-V/def2-TZVPD", "max_force_ha_per_bohr": 0.08743, "homo_lumo_gap_ev": 11.19, "smiles": "[NH2+]=C1CO[C@@](O)(CO)N1", "homo_energy_ha": -0.537, "total_charge": 1, "symbols": ["C", "C", "C", "C", "N", "N", "O", "O", "O", "H", "H", "H", "H", "H", "H", "H", "H", "H"], "positions_angstrom": [[1.1569, -0.4655, -0.0111], [0.2761, -1.2285, -0.9688], [-0.6547, 0.9002, -0.8887], [-1.6994, 0.8296, 0.2498], [0.8418, 0.8049, -0.0609], [2.2386, -0.9499, 0.5512], [-0.6016, -0.2684, -1.5907], [-0.7731, 2.0993, -1.5439], [-1.2637, -0.0328, 1.2940], [0.6626, -1.7814, -1.7718], [-0.5442, -1.9983, -0.5736], [-2.7011, 0.3310, -0.1619], [-1.7439, 1.8939, 0.5510], [0.9747, 1.6086, 0.4888], [2.3290, -1.9506, 0.6129], [2.5430, -0.3248, 1.2620], [-0.4236, 1.9318, -2.4100], [-1.7085, 0.0856, 2.1879]], "forces_ev_per_angstrom": [[-0.24, 1.31, -1.56], [-4.30, -1.08, 0.76], [0.81, -0.30, 2.88], [-1.63, -0.25, -0.16], [-3.12, -1.41, -2.52], [-1.02, -0.17, 0.08], [0.99, 0.94, -0.93], [-0.07, -2.07, 0.94], [-0.01, 0.06, 1.29], [1.62, -0.48, -0.90], [2.31, 1.42, 0.44], [1.99, 1.79, 0.47], [-0.80, -0.58, 0.23], [1.04, 0.61, 1.15], [0.37, -0.02, 0.30], [1.15, -0.22, 0.80], [0.42, 0.30, -1.23], [0.48, 0.16, -2.05]]}



4.
{"formula": "C4H9N2O3S", "method": "wB97M-V/def2-TZVPD", "max_force_ha_per_bohr": 0.10859, "homo_lumo_gap_ev": 7.10, "smiles": "CCC(=O)NS1(N)([O-])=CO1", "homo_energy_ha": -0.125, "total_charge": -1, "symbols": ["C", "C", "C", "C", "N", "N", "O", "O", "O", "S", "H", "H", "H", "H", "H", "H", "H", "H", "H"], "positions_angstrom": [[2.7568, -1.5283, 0.3626], [-0.0282, 0.9411, -0.4264], [-1.2636, -0.5531, 1.0504], [-1.4107, 0.3748, -0.2282], [2.5618, 1.2678, 0.9282], [0.8455, 0.1903, -0.9777], [3.5028, 0.6709, -1.2886], [0.1501, 2.1277, 0.0588], [4.0161, -0.8187, 0.6469], [2.7944, 0.0796, -0.1743], [2.9843, -2.0981, -0.5942], [-0.6995, -1.4604, 0.8078], [-0.7368, 0.0161, 1.6566], [-2.3241, -0.6891, 1.5241], [-2.1418, 1.1124, -0.0672], [-1.5838, -0.2271, -1.1361], [3.1218, 2.0277, 0.5837], [1.6212, 1.5648, 0.7854], [0.7938, -0.7278, -1.4049]], "forces_ev_per_angstrom": [[-0.72, -0.95, -0.66], [-2.66, 2.61, 1.01], [-4.36, -1.45, -3.17], [1.24, -2.53, -0.18], [0.36, -1.17, 0.69], [3.54, -0.08, -0.46], [0.07, -0.04, -0.89], [0.27, -1.99, -0.75], [0.21, 1.29, 0.03], [2.18, -0.59, 0.23], [-0.64, 0.29, 0.44], [-0.47, 0.07, 0.26], [2.56, 2.36, 3.42], [1.97, -0.33, -0.83], [-0.83, 1.00, 0.03], [-0.63, 0.11, 0.37], [0.47, 0.25, -0.14], [-1.42, 0.88, 0.10], [-1.14, 0.28, 0.51]]}



5.
{"formula": "C4H9N2OP", "method": "wB97M-V/def2-TZVPD", "max_force_ha_per_bohr": 0.11354, "homo_lumo_gap_ev": 9.71, "smiles": "C/C=N/P(C)/N=C\\O", "homo_energy_ha": -0.323, "total_charge": 0, "symbols": ["C", "C", "C", "C", "N", "N", "O", "P", "H", "H", "H", "H", "H", "H", "H", "H", "H"], "positions_angstrom": [[0.9216, 2.1428, 0.2146], [3.0197, -0.9602, 0.2915], [-2.2078, -1.2402, -0.4691], [-1.1728, -0.1436, -0.5017], [0.0549, -0.3393, -0.5863], [2.6987, 0.2473, 0.1086], [2.4161, -2.0726, -0.0825], [1.4340, 0.7910, -0.9365], [0.5932, 1.8284, 1.1944], [0.1524, 2.6732, -0.2681], [3.8782, -1.1047, 1.0576], [-3.0848, -0.7850, -0.6531], [-1.9569, -2.2240, -0.8711], [-2.3289, -1.6650, 0.6618], [1.8147, 2.8376, 0.3849], [-1.6151, 0.7928, -0.3910], [1.8057, -1.8439, -0.7492]], "forces_ev_per_angstrom": [[2.34, 0.67, 0.04], [1.75, 0.89, 2.81], [3.01, -2.45, 4.37], [0.18, -2.06, 0.17], [2.54, -0.19, -1.10], [-0.59, -0.29, -1.14], [1.60, -0.91, 0.80], [-1.38, -0.27, 1.89], [-0.07, -0.48, 0.16], [-1.06, 0.97, -0.51], [-1.31, -0.36, -1.54], [-3.39, 0.77, -1.24], [-0.08, 0.62, -1.03], [0.30, 1.51, -2.01], [-1.23, -0.85, -0.41], [-0.67, 2.16, 0.02], [-1.93, 0.27, -1.29]]}



6.
{"formula": "C4H9N2OPS", "method": "wB97M-V/def2-TZVPD", "multiplicity": 3, "max_force_ha_per_bohr": 0.06761, "homo_lumo_gap_ev": [6.69, 6.54], "homo_energy_ha": [-0.224, -0.342], "total_charge": 0, "symbols": ["C", "C", "C", "C", "N", "N", "O", "P", "S", "H", "H", "H", "H", "H", "H", "H", "H", "H"], "positions_angstrom": [[0.5331, -3.3232, 0.6215], [-0.8569, -3.4968, 0.3477], [1.1828, 2.1605, -0.2103], [-0.0105, 2.6653, -0.7876], [-0.2553, -2.2984, 0.9309], [1.2242, 3.4740, -0.8253], [-1.4343, -0.0186, 1.3521], [-0.2136, -0.5065, 0.4150], [-1.1903, -1.0277, -1.2277], [1.6273, -3.4239, 0.6427], [1.7087, 3.4301, -1.7133], [-1.1600, -3.2146, -0.7382], [-1.5246, -4.1998, 0.9035], [1.3196, 2.3271, 0.8128], [1.7806, 1.4448, -0.8796], [-0.4812, 2.3559, -1.7023], [-0.7192, 3.2531, -0.2360], [-1.5304, 0.3987, 2.2942]], "forces_ev_per_angstrom": [[3.11, -0.27, 0.19], [-1.49, -0.14, -2.59], [2.61, -1.09, -2.03], [-1.70, 2.21, -1.19], [-0.35, 2.60, 1.98], [0.05, 0.88, -0.64], [-1.28, 1.51, 2.49], [-0.20, -2.75, 1.83], [-0.65, 1.00, -2.08], [-1.03, -0.46, -0.34], [-0.22, -0.09, -0.13], [0.13, -1.45, 1.70], [0.46, 0.99, -0.25], [0.43, -1.02, 1.54], [-1.01, 0.47, 1.95], [0.37, -0.66, -0.39], [-0.41, -0.44, 0.79], [1.18, -1.31, -2.85]]}



What are the E_tot values for these records? In order: -417.749745; -417.352640; -492.763361; -891.090014; -683.870236; -1081.860469 hartree.